Density functional theory data (ωB97M-V/def2-TZVPD) for a molecular structure, C34H45N2O7S2SbSeTi at a distorted geometry.

Last column: Löwdin charge in e.
CARTESIAN COORDINATES (ANGSTROEM)
1 H 5.00 6.83 -0.06  0.11
2 H -3.56 2.01 -1.01  0.09
3 C -1.49 -1.99 -2.84  -0.05
4 H 2.69 6.07 2.63  0.08
5 C -4.76 1.56 2.05  -0.32
6 C -6.22 -3.20 2.11  -0.09
7 H 6.49 -5.10 0.28  0.14
8 H -3.32 2.78 3.14  0.08
9 H -2.51 -2.96 -1.29  0.07
10 H 4.17 0.99 -0.09  0.13
11 C -1.08 -0.71 -3.39  -0.08
12 H 0.55 5.84 -2.66  0.10
13 C -4.91 0.63 0.99  -0.41
14 H -5.01 -1.79 -2.19  0.08
15 C -6.14 -3.58 -2.19  -0.11
16 H -5.19 -3.37 2.44  0.04
17 H 5.76 1.31 0.86  0.16
18 C -2.47 -0.88 -0.89  -0.32
19 O 1.59 -2.39 -1.66  -0.37
20 S 4.33 -2.25 -2.98  0.38
21 C 4.07 6.35 -0.25  -0.08
22 C -5.39 -2.50 -0.17  -0.30
23 H -1.93 2.62 -1.13  0.10
24 H 4.99 -0.50 2.32  0.10
25 H -2.66 1.17 2.42  0.06
26 O 1.82 -0.67 -3.51  -0.38
27 O 5.58 -0.54 -0.29  -0.28
28 C 7.16 -2.45 -0.52  -0.06
29 Ti 4.22 -1.81 -0.82  0.42
30 H 6.05 -3.72 1.44  0.14
31 C -6.18 -3.42 0.58  -0.30
32 C -3.50 1.73 2.91  -0.07
33 C 2.63 -1.86 2.07  -0.07
34 H 4.05 7.23 2.17  0.08
35 C -7.07 1.57 0.45  -0.10
36 O 5.91 -3.30 -0.58  -0.30
37 C -5.51 -2.51 -1.60  -0.13
38 H -1.23 -2.87 -3.42  0.10
39 H 1.72 -1.37 2.44  0.14
40 H -6.02 -3.75 -3.25  0.10
41 H 1.55 -2.99 0.79  0.13
42 C -5.97 0.65 0.11  -0.12
43 O 3.58 -3.35 0.39  -0.26
44 C -6.86 -4.53 -1.46  -0.09
45 H 3.79 0.80 2.33  0.15
46 H 0.90 4.23 -1.94  0.10
47 H -7.93 1.67 -0.18  0.09
48 S 2.42 -1.39 -2.38  0.28
49 H -5.84 2.81 3.38  0.09
50 H -2.51 1.69 0.28  0.02
51 C 2.50 -3.10 1.31  -0.15
52 Se 0.20 6.00 0.62  0.59
53 C 4.28 0.03 1.72  -0.17
54 C -1.29 0.44 -2.64  -0.05
55 O 3.34 -0.87 1.13  -0.22
56 C 4.37 -4.62 0.40  -0.09
57 N 2.22 5.72 -1.28  -0.15
58 C -2.10 0.43 -1.45  -0.25
59 H 2.29 7.78 2.12  0.09
60 C 3.59 5.79 -1.36  -0.08
61 H 4.08 -5.34 1.27  0.17
62 Sb -3.86 -1.23 0.81  1.49
63 O 3.00 -0.34 -1.34  -0.50
64 H 1.94 5.11 -3.22  0.08
65 H 7.39 -2.24 -1.55  0.12
66 H 2.50 -3.99 2.01  0.15
67 C -2.21 -2.01 -1.60  -0.20
68 C -2.52 1.69 -0.77  -0.08
69 C -6.82 -4.50 -0.05  -0.06
70 C 3.02 6.93 2.02  -0.04
71 H 7.94 -3.03 -0.05  0.12
72 C 1.86 5.98 0.01  -0.83
73 C -5.87 2.29 2.46  -0.03
74 C 5.01 0.54 0.49  -0.15
75 H -6.58 -2.24 2.40  0.05
76 H 6.76 -1.33 1.34  0.11
77 H -0.47 -0.64 -4.32  0.10
78 H -3.73 1.16 3.85  0.09
79 C -6.98 2.38 1.51  -0.11
80 H -7.18 -5.48 -1.92  0.10
81 H 4.21 -4.97 -0.59  0.13
82 N 3.00 6.47 0.61  -0.14
83 C 5.82 -4.28 0.51  -0.14
84 C 6.87 -1.11 0.30  -0.04
85 H -6.91 -3.99 2.54  0.09
86 H -5.90 0.21 -0.85  0.08
87 C 1.37 5.18 -2.30  -0.06
88 H -7.88 3.04 1.70  0.12
89 H -7.31 -5.28 0.52  0.10
90 H 4.09 5.47 -2.31  0.14
91 H -0.74 1.35 -2.80  0.09
92 H 3.29 -1.87 2.94  0.12
93 H 7.62 -0.37 0.02  0.13

Summary:
**E_HOMO (spin up / spin down)**: -0.1933 / -0.2641 Ha
**E_tot**: -6246.04039 hartree
**HOMO-LUMO gap (spin up / spin down)**: 4.936 / 6.827 eV
**Lowest unoccupied orbital energy (spin up / spin down)**: -0.0119 / -0.0132 Ha
**Maximum force**: 4.50 eV/Å
**Total charge**: 0
**Spin multiplicity**: 3

Density functional theory data (ωB97M-V/def2-TZVPD) for 2 unconnected molecules or ions with the total composition C3H2ClF2N at a distorted geometry.

Last column: Löwdin charge in e.
CARTESIAN COORDINATES (ANGSTROEM)
1 F -0.18 -0.92 -2.00  -0.42
2 C 0.97 0.26 -0.01  -0.20
3 H 1.16 0.53 -1.03  0.11
4 Cl -1.56 1.27 -0.70  0.87
5 F 1.31 1.43 0.63  -0.03
6 N -1.57 -1.39 1.81  0.26
7 C -0.55 0.12 0.07  -0.49
8 H 1.54 -0.54 0.26  0.11
9 C -1.12 -0.77 0.97  -0.21

Summary:
**E_HOMO (spin up / spin down)**: -0.4109 / -0.4113 Ha
**E_tot**: -830.02761 hartree
**HOMO-LUMO gap (spin up / spin down)**: 7.564 / 7.575 eV
**Lowest unoccupied orbital energy (spin up / spin down)**: -0.1329 / -0.1329 Ha
**Maximum force**: 4.44 eV/Å
**Total charge**: 0
**ΔE to the lowest compared entry with this formula, charge and spin**: 71.15 kcal/mol

Density functional theory data (ωB97M-V/def2-TZVPD) for a molecular structure, C49H57MnN4Sb.

Last column: Löwdin charge in e.
CARTESIAN COORDINATES (ANGSTROEM)
1 N -0.51 -3.16 0.63  0.04
2 H -0.92 -0.82 -8.10  0.11
3 C -4.97 -1.52 -3.19  -0.13
4 H -5.12 -0.97 2.83  0.09
5 C 0.59 -0.63 2.26  -0.08
6 C 1.73 -1.18 1.52  -0.09
7 C -1.80 -0.42 -4.35  -0.38
8 H -3.68 -1.96 3.06  0.08
9 H -6.72 -4.25 -2.22  0.12
10 C -2.06 -1.62 -5.01  -0.14
11 C -1.39 2.35 4.22  -0.02
12 C -3.35 1.17 3.53  -0.02
13 C -0.18 -5.52 0.98  0.00
14 C -2.90 4.09 -2.62  -0.07
15 H 0.62 -0.65 3.35  0.15
16 C 0.60 -2.29 -2.69  -0.06
17 C -5.97 -2.48 -3.16  -0.05
18 H 4.62 1.25 2.52  0.10
19 N -0.38 -0.08 1.63  0.04
20 H -5.28 1.05 -2.49  0.09
21 H -2.79 -0.83 0.87  0.05
22 C -1.16 -0.71 -7.05  -0.06
23 H 1.80 4.03 2.45  0.09
24 H -6.78 -2.42 -3.88  0.12
25 H -1.62 -6.55 2.14  0.13
26 C -1.23 0.64 -5.06  -0.14
27 H 3.95 -2.50 -3.47  0.13
28 H 4.05 -1.84 3.24  0.07
29 C 3.00 -1.31 -0.44  -0.15
30 C -2.64 0.51 2.53  -0.13
31 C -4.60 1.89 -2.53  -0.12
32 H -1.30 2.69 -2.41  0.09
33 C 5.18 -2.47 -1.72  -0.02
34 H 1.72 0.92 4.58  0.07
35 H 0.97 -3.31 -2.71  0.10
36 H 2.15 -1.39 -3.73  0.14
37 C 4.01 -2.24 -2.42  -0.01
38 C -4.28 4.27 -2.71  -0.06
39 C 1.67 1.97 4.29  -0.06
40 C 4.70 -0.63 1.51  -0.36
41 H 3.10 0.41 2.60  0.04
42 C -2.38 2.81 -2.50  -0.15
43 H 1.97 -5.04 -0.29  0.12
44 H 0.16 3.88 1.81  0.09
45 C -3.46 -0.34 1.59  -0.40
46 C 0.23 -4.27 0.46  -0.34
47 N 1.79 -0.99 0.24  0.06
48 H -1.95 -2.69 -6.86  0.11
49 H 0.42 4.31 3.50  0.08
50 H -4.41 1.00 3.63  0.12
51 C 1.34 0.19 -2.61  -0.06
52 C 4.96 -1.57 2.70  -0.04
53 H -3.07 -2.71 -0.65  0.06
54 C 3.95 0.62 1.94  -0.06
55 H -4.85 -4.40 -0.61  0.11
56 C -2.05 -4.44 1.98  -0.04
57 H -4.69 5.26 -2.81  0.11
58 H -3.85 1.28 0.18  0.07
59 C 5.30 -1.97 -0.44  -0.02
60 H 2.23 0.82 -2.66  0.10
61 H -0.08 -2.23 -1.82  0.00
62 H 5.61 -1.07 3.42  0.10
63 H 1.28 2.53 5.15  0.09
64 H -5.04 1.13 1.46  0.09
65 C -1.74 -1.76 -6.36  -0.06
66 H -4.99 -0.74 -3.94  0.11
67 C -3.23 1.70 -2.45  -0.40
68 C -4.39 0.56 0.79  -0.04
69 C -4.89 -3.59 -1.33  -0.07
70 H 5.45 -2.49 2.39  0.09
71 H 2.69 2.33 4.11  0.08
72 C -4.27 -1.42 2.32  -0.05
73 C -2.73 2.07 4.38  -0.02
74 H -0.48 1.32 -6.94  0.11
75 C -3.89 -2.63 -1.35  -0.15
76 H 1.81 -3.35 -0.53  0.06
77 Sb -2.32 -0.20 -2.30  1.57
78 C 0.79 3.69 2.68  -0.04
79 H -5.03 -0.04 0.13  0.09
80 C -0.91 0.49 -6.40  -0.06
81 H -2.24 4.94 -2.66  0.11
82 H -1.05 1.59 -4.58  0.09
83 Mn -0.25 -1.07 -0.13  0.71
84 H -3.30 2.56 5.16  0.12
85 H 5.69 -0.27 1.21  0.14
86 H 1.25 1.69 2.21  0.10
87 C -1.31 -5.60 1.73  -0.02
88 C 1.75 -1.28 -2.72  -0.34
89 N 1.40 -4.22 -0.22  0.18
90 C 2.92 -1.63 -1.82  -0.16
91 C -5.94 -3.50 -2.23  -0.06
92 C -1.61 -3.28 1.42  -0.15
93 C -5.12 3.17 -2.66  -0.06
94 C -0.63 1.71 3.25  -0.13
95 H -2.52 -2.45 -4.49  0.10
96 C 4.25 -1.35 0.23  -0.10
97 C 0.80 2.21 3.06  -0.39
98 C -1.26 0.73 2.46  -0.11
99 H 0.83 0.45 -1.68  0.03
100 H 0.44 -6.39 0.79  0.12
101 H 6.26 -2.02 0.06  0.13
102 H -0.93 3.10 4.84  0.12
103 H 3.59 1.21 1.09  0.10
104 H 0.69 0.46 -3.43  0.06
105 H -2.94 -4.44 2.59  0.12
106 H -4.67 -2.14 1.60  0.08
107 C -3.92 -1.58 -2.27  -0.40
108 H -6.19 3.31 -2.72  0.11
109 H 6.02 -2.95 -2.20  0.12
110 H -0.06 -2.14 -3.55  0.07
111 H 2.52 -1.68 2.06  0.12
112 H -2.15 -2.36 1.59  0.06

Summary:
**E_HOMO (spin up / spin down)**: -0.4936 / -0.4948 Ha
**E_tot**: -3511.10690 hartree
**HOMO-LUMO gap (spin up / spin down)**: 6.537 / 6.502 eV
**Lowest unoccupied orbital energy (spin up / spin down)**: -0.2533 / -0.2559 Ha
**Maximum force**: 0.80 eV/Å
**Total charge**: +2
**Spin multiplicity**: 4

Density functional theory data (ωB97M-V/def2-TZVPD) for C6H12FN5O2S2 in the gas phase at a distorted geometry.

Last column: Löwdin charge in e.
CARTESIAN COORDINATES (ANGSTROEM)
1 C -0.72 0.58 0.53  -0.19
2 C 3.97 -0.19 -0.25  -0.53
3 H -2.36 1.72 -0.34  0.12
4 H -1.86 0.36 -1.29  0.12
5 C 1.79 0.81 0.24  -0.22
6 O -3.43 -2.50 1.12  -0.23
7 H -0.61 1.44 1.17  0.12
8 H 0.29 1.26 -1.20  0.11
9 O -3.59 -2.11 -1.29  -0.23
10 H 4.12 -1.00 -1.91  0.05
11 H 4.20 -0.84 1.62  0.08
12 C -5.40 0.27 0.27  -0.75
13 C 0.46 0.50 -0.44  -0.20
14 H 0.52 -0.48 -0.90  0.11
15 N 4.39 0.01 1.11  0.07
16 S -6.76 0.15 1.00  0.82
17 N 4.56 -1.02 -0.99  0.14
18 H -0.74 -0.32 1.14  0.10
19 C -2.03 0.69 -0.26  -0.20
20 N -3.15 -0.11 0.31  -0.19
21 S -3.02 -1.79 -0.03  0.61
22 H 1.91 0.19 1.12  0.11
23 H 3.23 1.50 -1.06  0.12
24 H 5.40 0.08 1.07  0.07
25 F -1.48 -1.97 -0.15  -0.12
26 N -4.35 0.30 -0.39  0.00
27 H 1.78 1.86 0.54  0.12
28 N 2.89 0.61 -0.72  0.00

Summary:
**E_HOMO**: -0.3506 Ha
**E_tot**: -1556.23013 hartree
**SMILES string**: [H]/N=C(/N)NCCCCN(N=C=S)S(=O)(=O)F
**HOMO-LUMO gap**: 9.011 eV
**Lowest unoccupied orbital energy**: -0.0195 Ha
**Maximum force**: 1.54 eV/Å
**Total charge**: 0